# 1
This record from the OMol25 dataset describes the ion C3H10N3 with charge +1. The level of theory is the ωB97M-V functional and the def2-TZVPD basis.

```
! RIJCOSX wB97M-V def2-TZVPD def2/J DEFGRID3
* xyz 1 1
N 1.33633 -0.00229 -0.31374
N -2.04524 -0.22069 0.28581
N 2.39180 0.09666 0.44557
C -0.74504 -0.19618 -0.57590
C 0.25149 1.07762 -0.48329
C 0.32747 -1.06469 0.06355
H -1.12081 -0.50627 -1.54620
H 3.20424 0.16538 -0.18269
H -2.69609 -0.76469 -0.20546
H 0.57840 -2.00667 -0.54507
H 0.20339 1.67991 -1.46573
H 0.06044 1.70094 0.44540
H -1.67944 -0.33795 1.28614
H -2.54002 0.74746 0.35805
H 0.15369 -1.08407 1.11475
H 2.31939 0.71555 1.31881
*
```

Energy above the lowest of the compared OMol25 structures with the same formula, charge and spin ... 458.3 kJ/mol
Max |F| ... 0.109 hartree/bohr
SMILES ... NN1CC([NH3+])C1
Gap between HOMO and LUMO ... 0.331 Eh
Energy ... -7733.515 eV

=====

# 2
This record from the OMol25 dataset describes the ion C3H10N3 with charge +1. The level of theory is the ωB97M-V functional and the def2-TZVPD basis.

```
! RIJCOSX wB97M-V def2-TZVPD def2/J DEFGRID3
* xyz 1 1
N -0.25789 -0.41260 -0.19471
N -1.63246 1.22729 0.73836
N -1.20654 -0.75629 1.85121
C -1.01311 0.06646 0.79959
C 1.89727 -0.45859 -1.20542
C 0.65624 0.41195 -1.03084
H 1.93252 -1.27858 -1.93097
H 2.73520 0.04791 -1.72918
H -1.79055 -0.45331 2.61327
H -1.34017 1.96199 0.10498
H 0.94063 1.40440 -0.69962
H -0.11263 -1.40559 -0.24319
H -1.02684 -1.74366 1.74114
H 2.36687 -0.67612 -0.25077
H 0.14398 0.50791 -1.99265
H -2.29252 1.55683 1.42879
*
```

Energy above the lowest of the compared OMol25 structures with the same formula, charge and spin ... 71.7 kJ/mol
Max |F| ... 0.052 hartree/bohr
SMILES ... CCNC(N)=[NH2+]
Gap between HOMO and LUMO ... 0.421 Eh
Energy ... -7737.521 eV

=====

# 3
This record from the OMol25 dataset describes the ion C3H10N3 with charge +1. The level of theory is the ωB97M-V functional and the def2-TZVPD basis.

```
! RIJCOSX wB97M-V def2-TZVPD def2/J DEFGRID3
* xyz 1 1
N -0.30602 -0.39917 0.13725
N 0.65012 0.26449 -0.74441
N 2.11887 0.45976 0.97684
C -0.91692 0.69416 0.92836
C 1.87324 0.60281 -0.38234
C -1.24214 -1.07104 -0.79152
H 0.49417 0.42510 -1.74459
H -1.58818 1.23680 0.34169
H 2.89041 0.81727 1.43336
H -2.07617 -1.47658 -0.32581
H -0.61740 -1.75928 -1.43476
H -0.03423 1.14550 1.49190
H 2.54889 1.20044 -0.96335
H 1.55367 -0.19845 1.49729
H -1.78006 -0.45754 -1.48731
H -1.38471 0.24070 1.81609
*
```

Energy above the lowest of the compared OMol25 structures with the same formula, charge and spin ... 296.2 kJ/mol
Max |F| ... 0.108 hartree/bohr
SMILES ... CN(C)/[NH+]=C\N
Gap between HOMO and LUMO ... 0.383 Eh
Energy ... -7735.194 eV

=====

# 4
This record from the OMol25 dataset describes a cluster of 2 separate species, C3H10N3 in total. The level of theory is the ωB97M-V functional and the def2-TZVPD basis.

```
! RIJCOSX wB97M-V def2-TZVPD def2/J DEFGRID3
* xyz 1 1
N -0.57767 0.94802 -2.74196
N -0.45464 0.09362 -0.23906
N 1.32517 -1.35091 -0.00487
C -0.39039 0.34873 2.61482
C 0.36266 -0.61996 0.53430
C 0.03106 -0.73958 1.98931
H -0.22466 1.21912 2.02624
H 2.03209 -1.68132 0.72296
H -0.43858 0.45628 3.64723
H 0.03399 -1.69230 2.54806
H 0.41170 1.31969 -2.80354
H -1.34631 1.66923 -2.81829
H 1.39551 -1.42327 -0.95190
H -0.33318 0.27335 -1.22170
H -1.03598 0.84934 0.25893
H -0.79076 0.32997 -3.56054
*
```

Energy above the lowest of the compared OMol25 structures with the same formula, charge and spin ... 163.2 kJ/mol
Max |F| ... 0.107 hartree/bohr
Gap between HOMO and LUMO ... 0.394 Eh
Energy ... -7736.573 eV

=====

# 5
This record from the OMol25 dataset describes a cluster of 2 separate species, C3H10N3O in total. The level of theory is the ωB97M-V functional and the def2-TZVPD basis.

```
! RIJCOSX wB97M-V def2-TZVPD def2/J DEFGRID3
* xyz -2 2
O -0.41398 -0.83021 1.27488
N 0.11201 2.75786 -0.21180
N 1.40672 -2.26524 0.89523
N -0.56868 0.58342 -0.78834
C -1.00688 -0.28296 -1.84495
C -0.30605 1.85557 -1.05706
C 0.71758 -1.29943 1.81608
H -2.00964 -0.69474 -1.63906
H 0.48681 -1.81092 2.78524
H -0.47151 2.09872 -2.11215
H -1.03768 0.21674 -2.81414
H 1.98154 -2.91367 1.43116
H 0.22439 3.62850 -0.72803
H 1.45754 -0.50198 2.04111
H 0.67423 -2.81364 0.45122
H -0.39107 0.03562 0.22068
H -0.33407 -1.14276 -1.96045
*
```

Energy above the lowest of the compared OMol25 structures with the same formula, charge and spin ... 0.0 kJ/mol
Max |F| ... 0.017 hartree/bohr
Gap between HOMO and LUMO (alpha / beta) ... 0.088 / 0.259 Eh
Energy ... -9786.436 eV

=====

# 6
This record from the OMol25 dataset describes a cluster of 2 separate species, C3H10N3O2 in total. The level of theory is the ωB97M-V functional and the def2-TZVPD basis.

```
! RIJCOSX wB97M-V def2-TZVPD def2/J DEFGRID3
* xyz 1 1
O 1.42104 0.87386 0.72391
O -0.69692 0.58021 0.02041
N -2.41503 -0.05692 1.27339
N -0.28092 -0.91872 1.71099
N 1.02284 -1.20591 -1.03288
C -1.12424 -0.12762 1.05629
C 0.66114 0.89121 -0.15393
C 0.80901 1.49874 -1.47605
H -0.08761 1.29829 -2.02723
H 0.85783 2.53487 -1.35520
H -0.44014 -1.24234 2.64395
H -2.87640 0.55647 0.70519
H -2.88753 -0.46602 2.16673
H 0.75124 -1.34069 -2.05333
H 0.96318 -2.08038 -0.57860
H 0.64919 -1.10409 1.33314
H 1.91323 -0.91495 -0.96037
H 1.76009 1.22396 -1.99641
*
```

Energy above the lowest of the compared OMol25 structures with the same formula, charge and spin ... 196.8 kJ/mol
Max |F| ... 0.095 hartree/bohr
Gap between HOMO and LUMO ... 0.418 Eh
Energy ... -11832.196 eV

=====

# 7
This record from the OMol25 dataset describes a cluster of 2 separate species, C3H10N3O2 in total. The level of theory is the ωB97M-V functional and the def2-TZVPD basis.

```
! RIJCOSX wB97M-V def2-TZVPD def2/J DEFGRID3
* xyz 1 1
O 1.41533 1.82770 -0.32893
O 0.23075 -0.75788 -1.21131
N -0.42461 3.13201 0.10954
N 0.21935 -0.11463 0.98327
N -0.45557 0.93993 0.77731
C -0.36226 -1.27114 1.50949
C 0.66411 -2.09671 -1.60229
C 0.33978 2.06049 0.11808
H 0.74309 0.02165 -1.46826
H -1.32673 -0.88691 2.03768
H -0.28477 -2.66933 -1.96951
H -0.12230 4.14482 -0.18179
H 0.38134 -1.70369 2.19554
H -1.47151 0.89506 0.80589
H -0.54761 -2.00431 0.69972
H 1.24892 -1.90822 -2.40864
H 1.04045 -2.61172 -0.65403
H -1.28776 3.00289 0.58823
*
```

Energy above the lowest of the compared OMol25 structures with the same formula, charge and spin ... 535.0 kJ/mol
Max |F| ... 0.086 hartree/bohr
Gap between HOMO and LUMO (alpha / beta) ... 0.318 / 0.318 Eh
Energy ... -11828.690 eV

=====

# 8
This record from the OMol25 dataset describes a cluster of 2 separate species, C3H10N3OP in total. The level of theory is the ωB97M-V functional and the def2-TZVPD basis.

```
! RIJCOSX wB97M-V def2-TZVPD def2/J DEFGRID3
* xyz 0 1
P 0.53594 -0.19598 0.15683
O 2.09804 -0.78763 1.81923
N 1.03332 -0.43004 -1.40273
N -0.32960 1.19790 0.57130
N -0.89458 -1.15359 0.08532
C -1.93790 -0.58838 0.98145
C 2.43380 0.07931 -1.56181
C -1.65937 0.97222 0.66685
H 2.54751 0.92015 -0.88198
H 0.42245 -0.33982 -2.10306
H -1.85321 -0.86141 2.00302
H 3.00037 -0.72568 -1.14898
H -0.64855 -2.15010 0.08702
H -2.24626 1.33256 -0.15425
H -2.05901 1.60111 1.56821
H 2.49261 0.34396 -2.66741
H -2.91370 -0.91531 0.64229
H -0.02185 1.70072 1.33869
*
```

Energy above the lowest of the compared OMol25 structures with the same formula, charge and spin ... 530.4 kJ/mol
Max |F| ... 0.127 hartree/bohr
Gap between HOMO and LUMO (alpha / beta) ... 0.316 / 0.321 Eh
Energy ... -19075.221 eV